Record 1
{
  "formula": "C18H17CaN6SSe2",
  "method": "ωB97M-V with the def2-TZVPD basis set",
  "e_lumo_ha": -0.126,
  "total_charge": 1,
  "orbital_gap_ev": 7.0,
  "e_homo_ev": -10.39,
  "elements": ["Ca", "C", "C", "N", "N", "C", "N", "S", "C", "C", "C", "C", "C", "N", "H", "H", "H", "H", "H", "H", "H", "H", "H", "Se", "Se", "C", "C", "C", "C", "C", "N", "C", "C", "C", "C", "C", "N", "H", "H", "H", "H", "H", "H", "H", "H"],
  "coordinates": [[0.24527, 0.90923, -0.12729], [-2.22177, -2.02073, -2.68353], [-1.81190, -1.02906, -1.63918], [-1.00712, -0.05936, -1.90237], [-0.53501, 0.02154, -3.17124], [0.21296, 1.08428, -3.40715], [0.69094, 1.16492, -4.66746], [0.70451, 2.37702, -2.35083], [-2.32870, -1.10690, -0.24699], [-3.48691, -1.82094, 0.05583], [-3.95820, -1.84338, 1.35751], [-3.26712, -1.15479, 2.34013], [-2.13225, -0.46201, 1.96357], [-1.67333, -0.42699, 0.71384], [-1.40320, -2.72406, -2.85641], [-2.38916, -1.50411, -3.62628], [-3.10489, -2.59161, -2.42066], [0.33260, 0.52569, -5.35755], [1.16539, 2.00014, -4.95806], [-4.02929, -2.34520, -0.71368], [-4.86000, -2.39027, 1.59742], [-3.59347, -1.14708, 3.36972], [-1.55524, 0.09261, 2.69598], [3.01742, 0.94056, 2.49495], [1.67724, -0.96777, 2.31237], [2.24403, -1.56450, 0.56032], [2.78287, -2.83317, 0.43994], [3.16363, -3.25538, -0.82788], [3.00879, -2.39579, -1.90340], [2.45304, -1.14564, -1.68138], [2.06356, -0.74377, -0.46927], [1.69565, 2.33080, 2.68618], [1.96965, 3.30053, 3.64140], [1.10338, 4.37489, 3.76345], [-0.01780, 4.42988, 2.95050], [-0.21802, 3.40854, 2.04136], [0.62483, 2.37852, 1.89710], [2.91795, -3.46176, 1.30827], [3.59083, -4.23958, -0.96562], [3.30625, -2.68262, -2.90153], [2.30040, -0.43978, -2.48907], [2.83706, 3.20776, 4.27967], [1.29688, 5.14865, 4.49393], [-0.72623, 5.24269, 3.01358], [-1.08550, 3.41799, 1.38982]],
  "mulliken_charge": [1.674, -1.315, 0.631, 0.096, -1.009, 0.554, -0.397, -0.581, 0.595, -0.926, -0.422, -0.932, -0.192, 0.184, 0.265, 0.370, 0.399, 0.243, 0.209, 0.254, 0.443, 0.417, 0.458, 0.015, -0.055, 0.316, -0.563, -0.272, -0.800, -0.255, -0.068, 0.220, -0.772, -0.238, -0.757, -0.182, 0.039, 0.404, 0.424, 0.449, 0.424, 0.422, 0.408, 0.417, 0.405]
}

***

Record 2
{
  "formula": "C19H18NOSSn",
  "method": "ωB97M-V with the def2-TZVPD basis set",
  "e_lumo_ha": [0.045, 0.015],
  "total_charge": -1,
  "orbital_gap_ev": [5.6, 4.5],
  "e_homo_ev": [-4.34, -4.08],
  "elements": ["C", "C", "C", "H", "C", "C", "H", "H", "H", "H", "C", "C", "C", "H", "C", "C", "H", "H", "H", "H", "Sn", "O", "C", "C", "H", "H", "H", "H", "C", "C", "C", "H", "C", "H", "C", "H", "C", "H", "S", "C", "N"],
  "coordinates": [[-1.27287, -1.68322, 3.24349], [-0.35849, -2.67055, 2.78455], [0.83713, -2.01155, 2.35062], [-0.52570, -3.74341, 2.80625], [0.64601, -0.58612, 2.54883], [-0.66810, -0.40048, 3.11533], [-1.08202, 0.53766, 3.47347], [-2.26086, -1.88547, 3.64645], [1.77610, -2.49038, 2.08640], [1.42396, 0.17389, 2.46113], [-3.23205, -1.10738, -1.29935], [-4.00186, -1.64893, -0.23412], [-4.08620, -0.67278, 0.80245], [-4.44877, -2.64836, -0.21816], [-3.38565, 0.49342, 0.37560], [-2.84420, 0.23331, -0.93187], [-2.30546, 0.94030, -1.56054], [-3.01548, -1.59627, -2.25069], [-4.61581, -0.78710, 1.74511], [-3.31617, 1.43155, 0.91643], [-0.64782, -1.05805, 0.41492], [0.74783, -0.16317, -0.59567], [2.11959, -0.36684, -0.92540], [2.97477, 0.82942, -0.72242], [2.56912, -1.20175, -0.36117], [2.13866, -0.54052, -2.01496], [3.34325, 1.03709, 0.28582], [4.54020, 2.92915, -0.42262], [4.05780, 2.90242, -1.40759], [3.11138, 1.84545, -1.64342], [2.26921, 1.93929, -2.81579], [1.39587, 1.27893, -2.86862], [2.58668, 2.84507, -3.80839], [2.01314, 2.83987, -4.73313], [3.66489, 3.72710, -3.64107], [3.94910, 4.38145, -4.46237], [4.37110, 3.77814, -2.42700], [5.19905, 4.47211, -2.29392], [-3.46248, -4.13840, 1.93068], [-4.66022, -3.74741, 2.95081], [-5.54463, -3.46747, 3.69992]],
  "mulliken_charge": [-0.234, -0.486, -0.715, 0.443, -0.470, -0.813, 0.404, 0.398, 0.486, 0.466, -0.751, -0.307, -0.256, 0.500, -0.692, -0.413, 0.536, 0.416, 0.430, 0.398, 0.751, -0.373, -0.626, -0.511, 0.231, 0.450, 0.203, 0.331, -0.575, 0.864, -0.342, 0.269, -0.516, 0.358, -0.356, 0.339, -0.433, 0.350, -0.462, 0.383, -0.677]
}

***

Record 3
{
  "formula": "C7H17O",
  "method": "ωB97M-V with the def2-TZVPD basis set",
  "e_lumo_ha": [0.036, -0.023],
  "orbital_gap_ev": [9.5, 9.8],
  "multiplicity": 2,
  "e_homo_ev": [-8.51, -10.40],
  "elements": ["H", "C", "C", "C", "C", "C", "C", "C", "H", "H", "H", "H", "H", "H", "H", "H", "H", "H", "H", "H", "H", "H", "H", "O", "H"],
  "coordinates": [[-1.00586, -0.52039, 0.80387], [-0.36769, 0.38026, 0.09606], [-1.25831, 0.44579, -1.19710], [-0.31203, 1.63427, 0.97008], [-1.65724, 2.21960, 1.47976], [1.06891, -0.23521, -0.16513], [1.11274, -1.60319, -0.85591], [2.59454, -1.98462, -1.14073], [-0.88071, 1.11547, -1.93293], [-1.41559, -0.49893, -1.70401], [-2.29289, 0.66564, -0.96543], [0.40704, 1.57112, 1.77730], [0.14602, 2.40937, 0.39040], [-1.70120, 3.09698, 2.15213], [-2.24370, 2.52034, 0.59694], [-2.20752, 1.46368, 2.07941], [1.56889, 0.46725, -0.80821], [1.72156, -0.20604, 0.70935], [0.61500, -2.37496, -0.25711], [0.50476, -1.52604, -1.75954], [2.88671, -2.92794, -1.60650], [2.98948, -1.19928, -1.80983], [3.12526, -2.02973, -0.17238], [-1.30386, -1.19629, 1.52132], [-2.09430, -1.68715, 1.79819]],
  "mulliken_charge": [0.135, 1.210, -1.715, -0.820, -1.172, -1.287, -0.149, -1.205, 0.404, 0.459, 0.473, 0.423, 0.432, 0.397, 0.261, 0.244, 0.444, 0.480, 0.259, 0.245, 0.381, 0.286, 0.280, -0.693, 0.228]
}

***

Record 4
{
  "formula": "C27H56N12S5Y",
  "method": "ωB97M-V with the def2-TZVPD basis set",
  "e_lumo_ha": -0.079,
  "total_charge": 1,
  "orbital_gap_ev": 6.7,
  "e_homo_ev": -8.87,
  "elements": ["Y", "C", "N", "C", "C", "N", "C", "C", "N", "C", "C", "N", "C", "N", "C", "C", "N", "C", "C", "C", "C", "N", "C", "N", "C", "C", "N", "C", "C", "N", "C", "C", "H", "H", "H", "H", "H", "H", "H", "H", "H", "H", "H", "H", "H", "H", "H", "H", "H", "H", "H", "H", "H", "H", "H", "H", "H", "H", "H", "H", "H", "H", "H", "H", "H", "H", "H", "H", "H", "H", "H", "H", "H", "H", "H", "H", "H", "H", "H", "H", "S", "S", "S", "S", "C", "C", "C", "C", "N", "C", "S", "N", "C", "H", "H", "H", "H", "H", "H", "H", "H"],
  "coordinates": [[0.22588, -0.58753, -0.23862], [0.87212, -2.70513, 2.97407], [0.65530, -3.64896, 1.89113], [1.73864, -4.59454, 1.65881], [-0.40918, -3.56800, 1.06402], [-0.94821, -2.38917, 0.78826], [-2.39373, -2.36523, 0.54659], [-2.89548, -1.05518, 1.10452], [-2.19727, 0.08083, 0.45762], [-2.93013, 0.39530, -0.78749], [-2.19269, 1.30347, -1.75480], [-0.83481, 0.80421, -1.97351], [-0.10465, 1.34666, -2.91028], [-0.26662, 2.61717, -3.38628], [-0.03795, 2.93913, -4.78513], [-0.62648, 3.74242, -2.54621], [0.91399, 0.59749, -3.45860], [2.15822, 1.21825, -3.88376], [0.58175, -0.62486, -4.18540], [-2.12628, 1.20734, 1.40418], [-1.03947, 2.22385, 1.11267], [0.28219, 1.63650, 0.85200], [1.27924, 2.27290, 1.46275], [1.21081, 2.64033, 2.77539], [1.75593, 3.88486, 3.28832], [0.47528, 1.83541, 3.73133], [2.40812, 2.59977, 0.80541], [3.71239, 2.66000, 1.45035], [2.46182, 2.61237, -0.64238], [-0.90177, -4.73499, 0.57775], [-0.80491, -5.98780, 1.30531], [-1.48231, -4.83163, -0.75156], [1.12255, -3.26602, 3.87810], [-0.04165, -2.14072, 3.14900], [1.68470, -2.01440, 2.74523], [2.68199, -4.05024, 1.69077], [1.64571, -5.02273, 0.66426], [1.75481, -5.38752, 2.41118], [-2.88952, -3.18964, 1.06813], [-2.65449, -2.45262, -0.51197], [-2.67221, -1.03389, 2.17078], [-3.98100, -0.95446, 0.98488], [-3.90510, 0.83765, -0.54121], [-3.11908, -0.54506, -1.30200], [-2.21933, 2.33183, -1.39689], [-2.75613, 1.28424, -2.69464], [0.05441, 2.02725, -5.36832], [0.85876, 3.54891, -4.92163], [-0.89576, 3.49705, -5.16594], [-0.46653, 3.49149, -1.50109], [-1.66388, 4.05818, -2.68865], [0.02390, 4.58386, -2.79603], [2.29159, 2.17598, -3.38519], [2.19900, 1.37229, -4.96687], [2.97957, 0.55927, -3.59933], [-0.34161, -1.04535, -3.80220], [1.37316, -1.35948, -4.06277], [0.47279, -0.39947, -5.25442], [-1.92837, 0.78064, 2.38819], [-3.09569, 1.72271, 1.46259], [-1.02055, 2.91667, 1.95886], [-1.32467, 2.83334, 0.25202], [2.09563, 4.50916, 2.46672], [2.58855, 3.71508, 3.97476], [0.97149, 4.42195, 3.82720], [0.30572, 0.84557, 3.31372], [-0.48475, 2.28566, 4.00351], [1.07224, 1.73291, 4.63937], [3.64739, 2.28027, 2.46484], [4.10536, 3.67900, 1.45800], [4.39468, 2.01153, 0.90070], [1.45362, 2.56275, -1.04103], [3.02714, 1.74843, -1.00127], [2.95025, 3.53141, -0.97644], [-0.56526, -5.79691, 2.34762], [-0.04977, -6.65281, 0.87909], [-1.77175, -6.49259, 1.25895], [-1.26086, -3.93797, -1.32589], [-2.56528, -4.97586, -0.71236], [-1.03187, -5.67969, -1.26988], [2.71661, -0.44278, 0.83139], [3.81507, -1.96186, -0.05174], [3.01330, -2.06570, -1.93557], [1.10324, -2.76608, -1.60063], [-6.62282, -2.49375, -6.41009], [-6.02623, -1.77337, -5.25005], [-6.59546, -0.71941, -4.59874], [-5.88444, -0.15746, -3.51390], [-4.71432, -0.60107, -3.10484], [-4.14018, -1.65160, -3.74278], [-2.66660, -2.30374, -3.31133], [-4.82372, -2.20281, -4.80510], [-6.45053, 1.02161, -2.78417], [-7.57819, -2.05226, -6.67941], [-6.77879, -3.54565, -6.16575], [-5.95697, -2.44478, -7.27300], [-7.55593, -0.33456, -4.90408], [-4.36344, -2.98392, -5.25344], [-7.53695, 1.04899, -2.84418], [-6.06660, 1.93917, -3.23627], [-6.13437, 1.00079, -1.74392]],
  "mulliken_charge": [-0.789, -1.128, 0.361, -1.230, -0.143, 1.217, -0.313, -1.823, 1.814, -1.027, -1.084, 1.279, -0.840, 0.613, -1.151, -0.960, 1.230, -1.287, -1.070, -1.510, -1.022, 1.897, -0.719, 0.254, -1.198, -0.897, 0.354, -1.296, -1.185, 0.457, -1.243, -0.720, 0.450, 0.222, 0.235, 0.355, 0.366, 0.333, 0.648, 0.043, 0.378, 0.213, 0.136, -0.511, 0.112, 1.020, 0.292, 0.359, 0.384, -0.026, 0.231, 0.411, 0.463, 0.354, 0.155, 0.104, 0.256, 0.262, 0.486, 0.133, 0.855, 0.210, 0.333, 0.359, 0.391, 0.010, 0.331, 0.442, 0.398, 0.330, 0.427, 0.181, 0.405, 0.485, 0.367, 0.372, 0.394, -0.226, 0.313, 0.369, -0.249, -0.120, -0.131, -0.201, -1.426, 0.863, -1.078, 1.049, 0.113, -0.259, -0.445, 0.013, -1.313, 0.350, 0.362, 0.360, 0.400, 0.308, 0.462, 0.252, 0.237]
}

***

Record 5
{
  "formula": "C2H3F2NO",
  "method": "ωB97M-V with the def2-TZVPD basis set",
  "e_lumo_ha": 0.034,
  "orbital_gap_ev": 10.3,
  "e_homo_ev": -9.38,
  "smiles": "N[C@@H]1OC1(F)F",
  "elements": ["N", "C", "O", "C", "F", "F", "H", "H", "H"],
  "coordinates": [[-0.03730, -0.50649, 0.18425], [-0.03062, 0.75543, -0.40721], [-0.14608, 1.84373, 0.44492], [-1.17017, 1.87251, -0.38868], [-1.15411, 2.95439, -1.23464], [-2.39420, 1.61535, 0.05961], [-0.46306, -0.27928, 1.12021], [-0.42093, -1.37426, -0.28208], [0.74328, 0.92271, -1.25364]],
  "mulliken_charge": [-0.536, -0.239, -0.392, 0.826, -0.243, -0.232, 0.261, 0.251, 0.304]
}

***

Across the entries above, total energy takes the values -187847.5442, -40196.3916, -9578.9800, -102008.7759, -11093.3982 eV, respectively.